{"formula": "C2H6O3PS", "method": "wB97M-V/def2-TZVPD", "elements": ["C", "C", "O", "O", "O", "P", "S", "H", "H", "H", "H", "H", "H"], "coordinates": [[-1.94, 0.21, 0.37], [-0.61, 0.40, -0.41], [0.40, -1.69, 1.03], [-0.28, -2.14, -1.39], [2.95, -0.21, -0.71], [0.12, -1.28, -0.32], [2.82, 1.17, 0.01], [-2.55, 1.16, 0.69], [-2.56, -0.38, -0.16], [-1.70, -0.36, 1.25], [0.22, 1.07, 0.13], [-0.76, 0.87, -1.47], [3.90, 1.19, 0.98]], "nbo_charge": [-0.61, -0.84, -1.05, -1.07, -1.09, 2.30, 0.21, 0.20, 0.20, 0.23, 0.29, 0.24, 0.00], "energy_ev": -28438.413, "multiplicity": 1, "charge": -1, "relative_energy_kj_mol": 291.3, "gap_ha": 0.2204}